i | Density functional theory data (ωB97M-V/def2-TZVPD) for C4H12N2O2 as an isolated structure.

Values from the calculation:
**LUMO level**: 0.48 eV
**Kohn-Sham gap**: 0.3339 hartree
**E_HOMO**: -0.3163 hartree
**Multiplicity**: 1

Each line ends with the Löwdin charge.
CARTESIAN COORDINATES (ANGSTROEM)
C: 0.496 -0.466 -2.144  -0.056
N: 0.263 -0.730 -0.736  -0.203
C: 1.250 -0.355 0.300  -0.549
N: 1.937 0.823 -0.062  0.164
O: -0.135 -2.073 -0.543  -0.033
O: 1.902 -1.278 0.827  0.017
H: 0.507 -2.376 0.142  0.088
H: 1.404 1.662 -0.230  0.088
H: 2.783 0.968 0.468  0.105
H: 0.452 0.606 -2.333  0.077
H: 1.469 -0.834 -2.482  0.089
H: -0.291 -0.957 -2.713  0.088
C: -1.396 0.041 1.605  -0.139
C: -1.753 1.212 0.728  -0.177
H: -2.105 0.843 -0.233  0.065
H: -2.513 1.847 1.191  0.069
H: -2.094 -0.780 1.477  0.065
H: -1.294 0.297 2.655  0.049
H: -0.029 -0.267 1.468  0.145
H: -0.853 1.818 0.613  0.048

ii | Density functional theory data (ωB97M-V/def2-TZVPD) for a 2-piece molecular cluster, C4H12N2O2 overall.

Values from the calculation:
**LUMO level**: 0.79 eV
**Kohn-Sham gap**: 0.3680 hartree
**E_HOMO**: -0.3391 hartree
**Multiplicity**: 1
**SMILES**: CN(C)C(=O)CN.O

Each line ends with the Löwdin charge.
CARTESIAN COORDINATES (ANGSTROEM)
C: -0.645 1.886 -1.416  -0.055
N: -0.917 0.727 -0.613  -0.147
C: -2.130 -0.058 -0.797  -0.051
C: -0.125 0.534 0.464  -0.480
O: 0.847 1.238 0.664  0.049
C: -0.355 -0.731 1.335  -0.182
N: 0.957 -1.224 1.701  0.004
H: 0.246 1.776 -2.041  0.093
H: -0.483 2.794 -0.832  0.092
H: -1.433 2.038 -2.155  0.083
H: -1.873 -1.025 -1.215  0.093
H: -2.766 -0.026 0.092  0.097
H: -2.795 0.435 -1.505  0.082
H: -0.917 -1.463 0.769  0.098
H: -0.942 -0.384 2.199  0.120
H: 1.463 -0.653 2.352  0.079
H: 0.939 -2.191 1.982  0.079
O: 2.057 -1.705 -1.293  -0.076
H: 1.717 -1.567 -0.395  -0.010
H: 2.812 -1.111 -1.345  0.032

Among the structures shown above, ii is the most stable, with the second-best lying 78.5 kcal/mol higher.